The following is a quantum chemistry calculation of a cluster of 13 separate species, C42H113N3O16 in total, from OMol25.

Each line ends with the Mulliken charge.
Element x y z (Å)
C  17.098  -8.127  48.014  -0.480
O  18.448  -7.687  48.077  -0.571
H  16.450  -7.518  48.656  0.043
H  16.758  -8.081  46.984  0.319
H  17.007  -9.141  48.423  0.215
H  18.618  -7.512  49.012  0.128
C  20.215  -6.701  56.964  -0.360
O  21.433  -7.248  56.494  -0.501
H  20.237  -5.617  56.840  0.127
H  19.382  -7.132  56.413  0.145
H  20.028  -6.940  58.015  0.302
H  22.189  -6.734  56.790  0.280
C  20.126  -4.508  47.701  -0.214
O  20.826  -3.289  47.729  -0.626
H  19.524  -4.646  46.797  0.454
H  20.783  -5.378  47.750  0.197
H  19.434  -4.667  48.538  -0.209
H  20.220  -2.624  48.085  0.304
C  14.977  -7.480  51.783  -0.280
O  13.777  -7.281  52.530  -0.459
C  13.584  -5.926  52.840  0.174
C  12.189  -5.777  53.449  -1.385
N  11.079  -5.957  52.510  -0.240
C  10.998  -7.219  51.775  -0.314
C  9.609  -7.309  51.167  -0.781
O  9.386  -6.185  50.340  -0.281
C  8.032  -5.907  50.127  -0.777
H  14.876  -6.982  50.816  0.384
H  15.079  -8.549  51.606  0.399
H  15.817  -7.149  52.397  -0.227
H  13.586  -5.286  51.943  0.117
H  14.368  -5.513  53.488  0.468
H  12.009  -4.811  53.923  0.396
H  12.014  -6.483  54.268  0.402
H  11.089  -5.175  51.867  0.235
H  11.235  -8.073  52.400  0.371
H  11.683  -7.187  50.919  0.144
H  8.844  -7.348  51.951  0.411
H  9.508  -8.215  50.556  0.403
H  7.527  -5.662  51.074  0.327
H  7.501  -6.762  49.696  0.294
H  7.927  -5.008  49.525  0.243
C  23.621  1.230  58.457  -0.732
O  22.460  1.231  57.668  -0.260
C  21.434  2.012  58.206  -0.606
C  20.303  2.202  57.203  -0.718
N  19.668  0.918  56.908  -0.363
C  19.054  0.879  55.594  -0.875
C  18.581  -0.521  55.246  0.055
O  19.715  -1.354  55.105  -0.362
C  19.473  -2.727  55.135  -0.679
H  24.405  0.649  57.983  0.230
H  23.430  0.839  59.466  0.304
H  23.940  2.269  58.617  0.293
H  21.794  3.034  58.400  0.470
H  21.053  1.610  59.149  0.358
H  20.630  2.772  56.325  0.380
H  19.526  2.807  57.685  0.311
H  20.368  0.184  56.947  0.303
H  19.762  1.148  54.800  0.391
H  18.134  1.467  55.530  0.301
H  18.064  -0.467  54.277  -0.062
H  17.887  -0.955  55.975  0.448
H  20.373  -3.292  54.902  0.369
H  18.696  -2.976  54.393  0.073
H  19.065  -3.106  56.082  0.423
C  26.178  -12.083  46.462  -0.733
O  25.359  -11.931  47.604  -0.287
C  24.356  -12.951  47.658  -0.690
C  23.557  -12.653  48.919  -0.672
N  22.687  -11.503  48.713  -0.378
C  21.931  -11.153  49.913  -0.969
C  21.225  -9.835  49.727  0.696
O  22.199  -8.846  49.456  -0.501
C  21.576  -7.573  49.397  0.239
H  26.831  -11.216  46.441  0.239
H  25.575  -12.091  45.545  0.305
H  26.712  -13.039  46.453  0.281
H  24.858  -13.917  47.752  0.480
H  23.730  -12.917  46.764  0.368
H  24.332  -12.379  49.650  0.299
H  23.062  -13.552  49.285  0.428
H  23.277  -10.722  48.453  0.354
H  22.619  -11.013  50.763  0.233
H  21.247  -11.965  50.160  0.354
H  20.573  -9.663  50.593  -0.347
H  20.558  -9.885  48.858  0.496
H  22.214  -6.838  48.917  0.431
H  21.284  -7.290  50.415  -0.349
H  20.617  -7.633  48.867  -0.025
C  22.169  -8.105  53.026  -0.445
C  22.413  -9.459  53.690  1.447
C  23.906  -9.676  53.940  -1.727
O  21.714  -9.530  54.932  -0.559
H  22.834  -7.946  52.172  0.432
H  22.321  -7.244  53.682  0.668
H  21.161  -8.047  52.604  -0.703
H  21.996  -10.236  53.044  -0.542
H  24.519  -9.407  53.077  0.349
H  24.110  -10.681  54.302  0.406
H  24.219  -8.947  54.695  0.364
H  21.678  -8.614  55.271  0.348
C  14.871  -2.457  46.155  -1.578
C  15.446  -2.319  47.578  0.946
C  16.471  -3.432  47.785  -0.986
O  16.054  -1.041  47.734  -0.619
H  14.700  -3.489  45.857  0.348
H  15.599  -2.064  45.439  0.376
H  13.968  -1.848  46.063  0.425
H  14.607  -2.410  48.276  0.154
H  17.024  -3.270  48.714  -0.327
H  17.203  -3.446  46.980  0.437
H  15.940  -4.377  47.882  0.591
H  15.377  -0.373  47.584  0.305
C  21.242  -2.694  51.623  -0.578
C  22.085  -3.917  51.999  1.940
C  22.751  -4.529  50.765  -1.005
O  23.104  -3.561  52.933  -0.649
H  21.833  -1.924  51.117  0.531
H  20.559  -2.318  52.381  -0.067
H  20.592  -3.015  50.794  -0.175
H  21.394  -4.612  52.480  -1.008
H  23.224  -5.470  51.031  0.245
H  23.472  -3.813  50.359  0.541
H  22.031  -4.621  49.947  -0.065
H  23.654  -2.902  52.495  0.437
C  13.966  -1.199  51.668  -1.503
C  14.398  -2.378  52.545  1.524
C  15.695  -1.997  53.231  -1.236
O  13.344  -2.546  53.482  -0.580
H  13.043  -1.419  51.113  0.559
H  14.653  -1.007  50.836  0.090
H  13.790  -0.307  52.266  0.379
H  14.622  -3.245  51.912  -0.445
H  16.119  -2.767  53.882  0.324
H  15.511  -1.181  53.941  0.599
H  16.504  -1.625  52.604  -0.071
H  12.529  -2.428  52.984  0.408
C  17.426  -10.178  53.845  -1.353
C  18.861  -10.149  53.359  1.087
C  19.501  -11.538  53.336  -1.421
O  18.903  -9.631  52.005  -0.412
H  17.381  -10.582  54.857  0.424
H  16.796  -10.754  53.164  0.295
H  17.028  -9.161  53.859  0.177
H  19.419  -9.440  53.972  -0.109
H  20.396  -11.571  52.717  0.133
H  18.799  -12.303  52.995  0.430
H  19.785  -11.807  54.357  0.388
H  18.527  -10.306  51.428  0.194
C  17.784  -4.781  51.513  0.428
C  18.740  -5.894  51.864  2.505
C  18.739  -6.207  53.370  -0.673
O  18.528  -7.041  51.058  0.819
H  18.054  -3.857  52.029  -0.424
H  16.735  -5.035  51.674  -0.208
H  17.937  -4.523  50.459  -0.568
H  19.770  -5.539  51.689  -1.559
H  17.984  -6.964  53.611  -0.133
H  18.452  -5.297  53.901  0.286
H  19.679  -6.570  53.788  0.043
H  18.863  -7.793  51.591  -0.575
C  18.762  1.198  48.986  -1.596
C  19.044  -0.197  49.485  0.715
C  18.318  -0.530  50.785  -0.618
O  18.745  -1.188  48.512  -0.361
H  18.946  1.943  49.766  0.397
H  17.706  1.312  48.723  0.291
H  19.339  1.509  48.115  0.381
H  20.110  -0.342  49.689  0.270
H  18.816  0.014  51.595  0.370
H  18.255  -1.599  50.975  -0.434
H  17.308  -0.102  50.788  0.489
H  17.805  -1.153  48.242  0.138

Cartesian forces, eV/Å:
0.148 -0.052 0.682
-0.356 0.016 -0.028
-0.013 0.215 -0.243
0.000 -0.080 -0.021
-0.023 -0.127 -0.367
0.086 0.168 0.171
0.007 0.342 0.370
0.024 -0.353 -0.254
-0.310 0.014 -0.003
0.176 0.022 -0.295
0.205 0.042 0.046
-0.114 0.114 0.131
-0.603 -0.884 -0.014
0.000 -0.045 0.353
0.047 0.187 -0.126
0.394 0.331 -0.120
0.029 0.365 0.144
-0.041 0.152 -0.206
-0.799 -0.317 0.553
0.508 -0.122 -0.191
-0.814 0.614 0.243
-0.754 -0.455 0.244
0.293 0.043 0.569
-0.235 1.178 -0.992
-0.317 -0.423 0.120
0.463 0.311 -0.083
-0.476 0.121 0.659
0.439 0.239 0.017
-0.017 -0.010 0.032
0.262 0.207 -0.423
0.151 -0.213 -0.252
0.051 -0.235 0.192
0.534 0.183 -0.199
0.420 -0.228 -0.113
-0.239 -0.182 -0.209
-0.051 0.001 0.124
0.231 -0.431 0.105
0.044 0.075 0.108
0.044 -0.130 0.058
0.079 -0.175 0.070
0.007 0.079 -0.261
0.208 -0.204 -0.359
-0.230 0.631 0.678
0.005 -0.538 -0.428
-0.367 1.200 -0.325
-0.560 -0.644 0.751
0.139 0.131 -0.347
-0.332 -1.097 -0.009
0.108 -0.321 -0.393
0.789 0.180 0.404
-1.075 -0.468 -0.363
-0.080 -0.013 -0.174
-0.052 -0.238 -0.106
0.291 -0.089 -0.165
0.235 -0.071 0.255
-0.009 -0.214 0.030
0.255 -0.300 -0.134
0.235 0.259 0.052
0.039 0.048 -0.152
-0.110 0.371 -0.071
0.300 0.516 0.173
-0.115 -0.067 0.035
0.033 0.223 0.187
0.188 0.270 -0.069
0.170 -0.124 -0.139
0.160 0.337 0.222
-0.582 0.173 -0.130
-0.148 -0.435 -0.527
0.300 0.484 0.764
0.831 0.524 -0.275
-0.557 -0.647 0.065
0.945 0.329 -0.245
-0.424 -0.683 -0.617
-0.151 0.288 0.247
-0.795 -0.415 0.374
0.284 -0.189 -0.059
-0.062 0.184 -0.001
0.291 0.097 0.288
-0.083 -0.182 -0.136
-0.044 -0.068 -0.076
-0.026 -0.337 0.310
-0.451 0.167 -0.113
-0.077 0.092 0.006
-0.039 -0.168 0.211
-0.192 0.046 -0.029
0.511 0.528 0.106
-0.077 -0.105 -0.085
0.240 -0.097 0.130
0.302 0.430 0.004
0.375 -0.029 -0.352
-0.093 0.080 -0.745
0.345 0.559 0.121
-0.095 0.607 0.035
-0.151 0.289 -0.272
0.069 -0.200 0.032
0.009 -0.177 0.279
-0.072 -0.021 0.235
0.169 -0.033 0.038
-0.126 -0.471 -0.216
0.111 -0.011 -0.053
-0.074 -0.193 0.213
-0.043 -0.532 0.274
0.301 0.625 0.103
-0.378 -0.961 -1.143
-0.068 0.747 0.813
-0.024 -0.031 0.193
-0.323 -0.025 0.246
0.068 0.038 0.093
-0.114 -0.232 -0.164
0.221 -0.083 0.244
-0.026 -0.044 0.008
-0.093 -0.138 -0.134
0.123 -0.113 -0.228
0.153 0.087 -0.013
-0.503 -0.672 -1.405
0.097 0.951 -0.412
-0.680 0.546 -0.022
-0.260 -0.263 0.421
0.173 0.224 0.560
0.475 0.201 0.342
-0.122 -0.082 0.146
0.450 -0.219 0.225
0.106 -0.054 -0.230
0.259 -0.114 0.236
-0.033 -0.447 0.150
0.023 -0.006 0.066
-0.076 -0.404 -1.175
0.423 1.609 -0.824
0.157 0.322 1.672
0.488 -0.723 0.218
-0.175 -0.140 0.368
0.351 0.190 0.373
0.200 0.040 0.025
-0.527 -0.274 0.132
-0.153 -0.338 -0.294
-0.243 0.085 -0.153
-0.285 -0.285 -0.512
-0.097 -0.071 0.127
0.058 0.296 -0.003
-0.161 -0.516 -0.798
-0.049 0.167 0.872
-0.073 0.238 0.470
-0.139 -0.096 -0.049
0.012 -0.192 0.130
-0.045 0.000 0.070
0.307 -0.175 -0.166
-0.019 0.102 -0.010
-0.081 0.106 -0.163
0.083 -0.071 -0.078
-0.058 0.075 -0.057
0.314 0.270 -0.820
1.178 0.290 0.845
-0.799 -0.150 0.080
-0.018 -0.234 0.519
-0.126 -0.165 0.345
0.020 -0.006 0.105
-0.277 -0.202 -0.077
-0.243 0.158 -0.393
-0.090 0.081 -0.060
0.127 -0.056 0.147
0.145 0.065 -0.311
-0.394 -0.111 -0.665
-0.318 0.727 0.157
0.073 -0.927 0.191
-0.318 1.263 0.201
0.006 -0.276 -0.514
0.089 -0.121 0.054
-0.011 -0.183 0.002
0.152 -0.348 -0.015
0.008 0.209 -0.199
0.097 -0.396 0.188
0.246 -0.021 0.015
-0.115 -0.269 -0.223
0.408 0.303 0.208

Output
Energy, eV: -82611.5649
Highest occupied orbital energy, eV: -8.4150
F_max, eV/A: 1.86
HOMO-LUMO gap, eV: 8.67
Total charge: 0